[1]
C29H48IrNOP2 | ωB97M-V with the def2-TZVPD basis set

XYZ file:
```
82
Properties=species:S:1:pos:R:3:forces:R:3
Ir -1.1090 -2.0418 -0.5022 -0.308 0.698 -1.289
C -2.6930 -0.6180 2.3555 1.447 -0.725 1.667
C -2.8184 -1.4704 1.2160 1.638 -2.014 0.173
C -1.0149 -2.2055 2.5577 -1.392 0.260 -0.803
C -1.6027 -1.0918 3.1598 -0.838 0.229 -0.977
C -1.7735 -2.5264 1.3295 -1.853 1.912 2.364
C -3.6469 0.4058 2.8304 -0.556 0.537 -0.335
H -4.4441 0.5762 2.0991 0.112 0.046 0.162
H -3.1563 1.3675 2.9940 0.055 0.046 0.006
H -4.1398 0.1562 3.7831 0.273 -0.192 -0.237
C -1.2098 -0.5000 4.4588 0.241 0.260 0.555
H -1.1537 0.5929 4.3865 0.020 -0.091 0.068
H -0.2336 -0.8728 4.7993 -0.276 0.087 -0.049
H -1.9451 -0.7176 5.2518 0.222 0.005 -0.250
C 0.1292 -2.9788 3.0242 0.801 -0.485 0.102
H -0.1300 -3.5746 3.9062 0.064 0.011 -0.013
H 0.9377 -2.3006 3.3157 0.061 -0.199 0.038
H 0.5119 -3.6744 2.2556 -0.150 0.355 0.317
C -2.0043 -3.8873 0.7789 0.452 -0.872 0.698
H -2.9421 -4.3523 1.1204 0.094 0.267 -0.323
H -1.1777 -4.5476 1.0552 -0.211 -0.023 -0.125
H -2.0508 -3.8453 -0.3299 -0.251 -0.530 -0.513
C -4.0381 -1.6223 0.4026 -0.271 -0.071 -0.272
H -4.5239 -2.5577 0.7210 -0.152 0.188 -0.346
H -3.7795 -1.6626 -0.6673 -0.454 -0.143 0.258
H -4.7198 -0.7900 0.5700 -0.093 -0.095 -0.153
C -0.3853 1.5103 0.8625 -0.157 -0.598 -0.358
C -1.4885 1.6540 0.1218 0.580 -1.440 -0.601
C -1.5223 1.7286 -1.3904 -0.749 0.773 0.443
C -0.9913 0.6897 -2.4024 -0.184 0.169 -0.595
C -0.4917 -0.6954 -2.0018 -0.944 0.751 -0.955
C 0.6128 -0.8749 -1.0897 2.615 0.578 1.279
C 1.5203 0.2558 -0.6323 0.292 0.160 -0.288
C 1.0381 1.3337 0.3957 0.669 0.464 0.664
H -0.9929 2.6705 -1.5970 -0.274 -0.051 -0.225
H -0.2652 1.3119 -3.0108 -0.689 -1.345 0.976
H -2.5799 1.8762 -1.6487 0.319 0.266 0.028
H 1.3872 2.3186 0.0156 0.021 -0.447 0.230
H -0.4830 1.4287 1.9334 -0.310 -0.134 0.092
H -2.4663 1.5582 0.5707 -0.013 0.438 0.418
H 1.6116 1.1154 1.3236 -0.170 0.365 -0.492
H 2.4649 -0.1908 -0.2491 -0.648 0.218 0.070
H 1.1538 -1.8450 -0.8420 -0.801 0.587 -0.215
H 1.8734 0.8207 -1.5149 -0.465 -0.368 0.399
H -1.7703 0.4861 -3.1589 -0.015 0.159 0.490
H -0.6683 -1.4266 -2.8168 0.231 0.353 0.239
P 1.6127 0.7614 -3.8569 1.585 0.223 -0.822
P 1.5026 -2.5873 -2.7904 1.076 -0.466 -1.363
C 2.3509 -0.6867 -4.7278 0.368 0.435 -0.524
C 2.8269 -1.8049 -3.8097 -0.233 0.352 0.094
H 3.2030 -0.2621 -5.2826 -0.138 -0.506 -0.147
H 1.5982 -1.0383 -5.4592 0.399 0.022 0.297
H 3.2136 -2.6387 -4.4155 0.090 0.133 0.240
H 3.6233 -1.4664 -3.1211 -0.291 -0.130 -0.309
C 2.5159 -3.8637 -1.9856 -0.224 0.112 0.330
H 1.8538 -4.5184 -1.4012 0.430 0.010 -0.149
H 3.2557 -3.3729 -1.3283 -0.287 -0.352 -0.249
H 3.0248 -4.4093 -2.7968 -0.110 0.002 0.457
C 0.5330 -3.5102 -4.0268 -0.194 0.017 -0.027
H 1.2533 -3.9700 -4.7262 -0.403 0.053 0.164
H -0.1361 -2.8144 -4.5617 0.263 -0.423 0.141
H -0.0600 -4.2805 -3.5104 0.141 0.235 -0.310
C 3.1778 1.6883 -3.3945 -0.126 -0.069 -0.231
H 2.9184 2.4786 -2.6612 0.322 -0.405 -0.353
H 3.5465 2.1627 -4.3260 0.161 -0.249 0.712
H 3.9436 1.0057 -2.9746 -0.381 0.475 -0.106
C 1.1924 1.7982 -5.3281 -0.120 0.014 0.131
H 0.8783 1.1312 -6.1437 -0.087 0.423 0.133
H 2.0699 2.3916 -5.6359 -0.513 -0.259 -0.091
H 0.3732 2.4795 -5.0397 0.279 -0.227 -0.401
O -1.2355 2.8414 3.5194 0.941 0.784 0.371
N -0.3299 3.6747 3.9544 -0.567 0.454 0.301
C 0.9822 3.3077 4.0430 0.553 -0.797 -0.223
C 1.9285 4.1719 4.5451 -0.128 -0.287 -0.090
C 1.5398 5.4342 5.0088 0.343 -0.216 -0.088
C 0.2075 5.8084 4.8911 -0.965 0.305 -0.025
C -0.7241 4.9303 4.3732 0.413 -0.002 -0.002
H 1.2166 2.2871 3.7065 -0.272 0.603 0.109
H 2.9656 3.8397 4.5786 -0.311 0.109 0.066
H 2.2794 6.0993 5.4577 -0.264 -0.119 -0.188
H -0.1523 6.7959 5.2062 0.254 -0.502 -0.089
H -1.7784 5.1492 4.2797 0.007 -0.112 -0.079
```
Forces are in eV/Å.

⟨S²⟩: 12.05
HOMO level (spin up / spin down): -9.57 / -12.17 eV
gap between HOMO and LUMO (spin up / spin down): 2.94 / 2.81 eV
multiplicity: 7
total charge: +2
energy relative to the best compared isomer or geometry (same formula, charge and spin): 337.4 kJ/mol



[2]
C10H25Cl2CrN3O2Se2 | ωB97M-V with the def2-TZVPD basis set

XYZ file:
```
45
Properties=species:S:1:pos:R:3:forces:R:3
Cr 0.2604 -1.5701 0.5604 -0.619 0.968 -0.163
N 0.9140 0.2012 1.2868 -0.035 0.162 -0.055
C 0.6159 0.4016 2.7244 -0.018 0.027 -0.050
C 0.5833 -0.9338 3.4432 -0.023 -0.074 -0.061
N -0.1906 -1.9339 2.6557 -0.008 0.034 0.053
C -1.6729 -1.8715 2.8074 0.043 -0.002 -0.011
C -2.2850 -0.8676 1.8450 0.018 -0.053 -0.102
N -1.6853 -1.0101 0.4990 0.176 -0.938 0.211
H 1.9020 0.3392 1.0882 0.004 0.032 0.004
H 0.3536 0.9647 0.7426 -0.073 -0.335 0.376
H -0.3435 0.9165 2.7741 0.014 0.024 -0.008
H 1.3446 1.0672 3.1861 0.027 -0.030 0.005
H 0.1723 -0.8331 4.4504 -0.004 0.029 -0.006
H 1.5959 -1.3314 3.5361 0.010 0.007 0.019
H 0.0984 -2.8517 2.9782 0.009 0.000 -0.004
H -1.9430 -1.6365 3.8393 -0.005 0.001 0.006
H -2.0488 -2.8728 2.5880 -0.013 0.008 -0.009
H -2.1066 0.1603 2.1573 -0.024 -0.014 0.018
H -3.3661 -0.9957 1.8019 -0.006 -0.021 0.026
H -1.6896 -0.0299 0.0552 -0.057 0.276 -0.007
H -2.2317 -1.6355 -0.0889 -0.026 0.019 -0.030
Cl 2.4289 -2.7349 0.7179 0.326 -0.333 0.032
C 1.6621 -4.2026 0.0317 -0.043 0.045 -0.029
Cl -0.1105 -3.9767 0.0542 0.035 -0.525 0.012
H 1.9145 -5.0498 0.6571 0.018 -0.011 -0.026
H 1.9833 -4.3062 -0.9984 -0.009 0.033 -0.001
O 1.9732 3.2530 -1.5683 0.023 -0.024 0.024
C 1.5590 1.9063 -1.7327 0.038 0.023 0.029
C 0.1359 1.8679 -2.2872 0.054 0.021 -0.045
C 0.1900 2.5139 -3.6891 0.011 0.075 -0.042
O -1.0708 2.6104 -4.3278 0.031 -0.012 0.049
C -0.8121 2.7193 -1.4325 -0.095 0.070 0.046
Se -1.5006 1.9576 0.2497 0.278 0.685 -0.187
C -0.3742 0.4285 -2.4662 -0.159 -0.162 -0.056
Se 0.6659 -1.1050 -1.7715 0.143 -0.113 0.200
H 2.8936 3.3375 -1.8259 0.025 0.017 0.010
H 1.5867 1.3874 -0.7675 0.055 0.117 -0.163
H 2.2332 1.3673 -2.4075 -0.031 -0.005 0.016
H 0.9004 1.9564 -4.3132 0.022 0.005 0.004
H 0.5579 3.5331 -3.5881 -0.022 0.007 -0.010
H -1.3389 1.7459 -4.6514 -0.001 -0.006 -0.035
H -1.6798 2.9825 -2.0333 -0.010 -0.046 0.029
H -0.3018 3.6430 -1.1686 -0.030 -0.004 -0.031
H -0.3820 0.1463 -3.5202 -0.048 0.069 -0.015
H -1.3912 0.3419 -2.0915 -0.006 -0.045 -0.023
```
Forces are in eV/Å.

⟨S²⟩: 3.84
HOMO level (spin up / spin down): -9.80 / -9.79 eV
gap between HOMO and LUMO (spin up / spin down): 5.92 / 6.02 eV
multiplicity: 4
total charge: +1
energy relative to the best compared isomer or geometry (same formula, charge and spin): 245.0 kJ/mol



[3]
C10H15NO4S | ωB97M-V with the def2-TZVPD basis set

XYZ file:
```
31
Properties=species:S:1:pos:R:3:forces:R:3
C 2.8148 -2.1833 1.3909 -1.520 0.547 -1.178
C 1.9151 -1.7624 0.7019 1.171 -0.799 1.364
C 0.8151 -1.3099 -0.1077 -0.350 0.288 -0.280
C 0.7219 0.2076 -0.2627 1.140 0.752 -1.379
C -0.1081 0.6039 -1.4939 -0.895 -0.136 0.865
C -1.4004 -0.1767 -1.7358 0.080 0.538 -0.084
C -2.5505 0.2038 -0.7948 -0.096 -0.209 -0.505
S -2.8485 -1.0533 0.4192 0.718 -0.116 0.431
O -1.9234 -1.0153 1.5019 0.289 0.689 0.578
O -2.9273 -2.3039 -0.2423 -0.867 -0.442 -0.823
O -4.2754 -0.6599 0.9972 -0.132 -0.087 -0.401
C 2.1531 0.7784 -0.5014 -0.071 0.926 1.138
C 2.5899 1.4134 0.8362 0.006 -0.651 1.174
N 1.4732 1.1402 1.7770 -0.884 1.103 -1.117
C 0.3420 1.0362 0.9549 0.587 -1.116 0.836
O -0.6962 1.5868 1.2033 -0.685 0.242 -0.197
H 3.5186 -2.6644 1.9928 0.680 -0.204 0.482
H 0.9617 -1.7102 -1.1062 0.076 -0.060 -0.350
H -0.1248 -1.7179 0.2292 -0.178 -0.227 0.383
H 0.4955 0.6246 -2.3872 0.327 -0.370 -0.282
H -0.4063 1.6345 -1.3208 0.001 0.327 -0.146
H -1.2743 -1.2503 -1.7651 0.145 -0.263 0.006
H -1.7382 0.1101 -2.7229 -0.081 -0.053 -0.361
H -3.4578 0.2593 -1.3806 -0.416 -0.213 -0.002
H -2.3965 1.1849 -0.3711 0.080 0.018 0.602
H -4.1165 -0.0888 1.7573 -0.042 0.109 0.292
H 2.0766 1.6285 -1.1651 0.127 -0.160 -0.711
H 2.8999 0.0618 -0.8011 -0.044 -0.281 -0.499
H 2.7465 2.4856 0.7805 0.017 0.209 -0.278
H 3.4766 0.9844 1.2796 0.405 -0.232 -0.227
H 1.2438 1.9520 2.3369 0.414 -0.129 0.669
```
Forces are in eV/Å.

HOMO level: -9.70 eV
gap between HOMO and LUMO: 10.30 eV
structure (SMILES): C#CC[C@]1(CCCS(=O)(=O)O)CCNC1=O
multiplicity: 1
energy relative to the best compared isomer or geometry (same formula, charge and spin): 80.9 kJ/mol



[4]
C2F4I2 | ωB97M-V with the def2-TZVPD basis set

XYZ file:
```
8
Properties=species:S:1:pos:R:3:forces:R:3
C -0.6988 0.1110 0.5025 5.181 -1.062 -1.627
C 1.4129 -0.0463 -0.4273 -4.002 0.871 1.674
F -0.8836 1.4054 0.7124 -0.745 -1.285 0.386
F -0.7663 -0.7104 1.5683 -0.839 1.484 -1.149
F -1.2997 -0.3520 -0.5829 -0.830 0.405 1.323
F 0.8770 0.0987 -1.6534 1.133 -0.101 -0.137
I 2.4563 1.6414 0.2919 0.030 -0.170 -0.318
I 2.2281 -1.9116 -0.0186 0.071 -0.140 -0.152
```
Forces are in eV/Å.

HOMO level (spin up / spin down): -8.88 / -8.88 eV
gap between HOMO and LUMO (spin up / spin down): 8.33 / 8.33 eV
multiplicity: 1
energy relative to the best compared isomer or geometry (same formula, charge and spin): 18.3 kJ/mol